No. 1
Entry from the Open Molecules 2025 dataset: a cluster of 3 separate species, C2H9NO4 in total at a distorted geometry (ωB97M-V with the def2-TZVPD basis set).

- multiplicity = 2
- orbital gap (spin up / spin down) (eV) = 12.0 / 6.8
- LUMO (spin up / spin down) (eV) = -4.0 / -9.2
- E_tot (eV) = -11890.77353
- total charge = +1

Each line ends with the Mulliken spin population.
Element x y z (Å)
O: -0.639276 -0.216935 2.044934  0.27
C: 0.239513 0.493781 1.641566  -0.11
N: 0.151285 1.058756 0.361181  0.70
C: -0.885062 0.743345 -0.600464  -0.03
O: -0.384881 -0.316579 -1.384111  0.20
H: 1.126594 0.794245 2.202605  0.00
H: 0.957026 1.546779 -0.098891  -0.03
H: -1.839480 0.487400 -0.155198  0.00
H: -0.996543 1.576236 -1.280671  0.01
H: -0.192557 -1.143270 -0.886489  -0.01
H: 2.637029 1.483449 -1.990781  0.00
H: 1.395986 0.568125 -1.808150  0.00
O: 1.801440 1.406971 -1.515574  0.00
H: -0.114242 -2.390375 0.875919  0.00
H: -1.514305 -2.880893 0.351963  0.00
O: -0.628729 -2.609042 0.085928  0.00

Atoms 1-3, force components in eV/Å:
O -0.060 -0.177 -0.041
C -0.072 0.362 0.235
N -0.071 -0.031 -0.486

=====

No. 2
Entry from the Open Molecules 2025 dataset: a structure of composition C30H39N7O6PRu at a distorted geometry (ωB97M-V with the def2-TZVPD basis set).

- multiplicity = 2
- orbital gap (spin up / spin down) (eV) = 6.4 / 6.2
- LUMO (spin up / spin down) (eV) = -1.6 / -1.5
- E_tot (eV) = -66331.57733

Each line ends with the Mulliken spin population.
Element x y z (Å)
Ru: 2.454248 -0.012773 0.124604  0.66
O: 6.332637 0.660677 0.887940  0.02
C: 5.114742 0.592409 0.880922  0.00
O: 4.405225 0.043904 -0.056975  0.01
C: 4.269091 1.201739 1.942122  0.01
C: 4.746427 2.180409 2.789366  0.00
C: 3.910814 2.759887 3.730413  0.00
C: 2.595870 2.244488 3.879832  0.00
C: 1.702204 2.690389 4.856439  0.00
C: 0.437845 2.120327 5.005306  0.00
C: 0.053407 1.082693 4.181843  0.00
C: 0.908927 0.634786 3.178712  0.01
C: 2.166038 1.210382 2.993485  0.00
N: 2.952168 0.762511 1.974118  0.02
H: 5.776623 2.478036 2.673349  0.00
H: 4.266299 3.549484 4.372470  0.00
H: 2.013825 3.485210 5.516498  0.00
H: -0.224254 2.479467 5.778801  0.00
H: -0.907116 0.607224 4.318518  0.00
H: 0.642082 -0.167598 2.507782  -0.02
O: 2.710954 -3.828204 -4.408895  0.00
C: 2.881806 -2.596863 -4.822098  0.00
O: 3.047963 -2.306589 -5.981827  0.00
C: 2.828204 -1.509335 -3.796629  0.00
C: 2.969523 -0.167276 -4.106399  0.00
N: 2.800353 0.527914 -2.971276  0.00
N: 2.557433 -0.288673 -1.946145  -0.02
C: 2.585616 -1.531880 -2.401931  0.01
C: 2.366925 -2.663851 -1.409207  0.00
O: 2.276181 -3.810887 -1.854949  0.00
O: 2.269167 -2.331166 -0.205042  -0.01
H: 2.564114 -3.924161 -3.409264  0.00
H: 3.170536 0.290767 -5.053763  0.00
H: 2.880037 1.527105 -2.828141  0.00
N: 0.560016 0.054964 0.066895  0.30
P: -0.999439 -0.010286 -0.004961  -0.02
N: -1.658802 -0.792395 1.321630  0.02
C: -2.940282 -0.590110 1.957099  0.00
C: -3.855570 -1.811148 1.808811  0.00
C: -3.145714 -3.074369 2.291086  0.00
C: -1.821107 -3.232965 1.551170  0.00
C: -0.966984 -1.987927 1.770095  0.01
N: -1.745725 1.511024 -0.077356  0.00
C: -1.389684 2.171352 -1.345491  0.01
C: -1.463469 3.687008 -1.224200  0.00
C: -0.408824 4.193106 -0.234920  0.00
C: -0.214379 3.183253 0.903621  -0.01
C: -1.479808 2.349689 1.086524  0.01
N: -1.553644 -0.716001 -1.430610  0.00
C: -0.731498 -1.723574 -2.096225  0.03
C: -1.550982 -2.545326 -3.085498  0.00
C: -2.346837 -1.611034 -3.992790  0.00
C: -3.288149 -0.718792 -3.161894  0.00
C: -2.976641 -0.827356 -1.666318  0.00
H: -3.413015 0.296267 1.531153  0.00
H: -2.768568 -0.417253 3.028100  0.00
H: -4.146063 -1.931892 0.764267  0.00
H: -4.760996 -1.641859 2.393575  0.00
H: -3.778404 -3.948811 2.127888  0.00
H: -2.950117 -2.997412 3.362914  0.00
H: -2.001727 -3.370849 0.483703  0.00
H: -1.276447 -4.101999 1.917535  0.00
H: -0.014966 -2.063213 1.229110  -0.01
H: -0.752925 -1.895656 2.842619  0.00
H: -2.078297 1.821105 -2.117666  0.00
H: -0.369113 1.885194 -1.645499  -0.01
H: -2.462500 3.973155 -0.893146  0.00
H: -1.305032 4.130075 -2.209719  0.00
H: -0.723752 5.158196 0.162485  0.00
H: 0.540227 4.347868 -0.748240  0.00
H: 0.025550 3.690515 1.838557  0.00
H: 0.611487 2.497768 0.668619  0.00
H: -2.336097 3.016398 1.236798  0.00
H: -1.374660 1.710814 1.966108  0.00
H: -0.252083 -2.380796 -1.361311  0.00
H: 0.057430 -1.201503 -2.648874  -0.01
H: -2.228272 -3.219098 -2.560383  0.00
H: -0.870889 -3.161710 -3.672969  0.00
H: -2.920324 -2.190978 -4.716614  0.00
H: -1.642704 -0.992624 -4.552763  0.00
H: -4.328143 -1.013552 -3.310310  0.00
H: -3.196298 0.318735 -3.485791  0.00
H: -3.360584 -1.786890 -1.297424  0.00
H: -3.471109 -0.029660 -1.109369  0.00

Atoms 1-3, force components in eV/Å:
Ru -1.870 -1.882 -1.641
O -0.678 0.188 0.457
C 0.891 -0.240 -1.273

=====

No. 3
Entry from the Open Molecules 2025 dataset: a structure of composition C34H33AsN7S6SbTcTe at a distorted geometry (ωB97M-V with the def2-TZVPD basis set).

- orbital gap (spin up / spin down) (eV) = 5.4 / 5.4
- LUMO (spin up / spin down) (eV) = -9.5 / -9.5
- E_tot (eV) = -188080.49605
- total charge = +3

Each line ends with the Mulliken charge.
Element x y z (Å)
Tc: 1.738284 2.097247 1.207724  0.09
N: 0.385549 5.606704 3.221710  0.11
C: 1.219584 4.565221 3.273167  -0.42
N: 1.014217 3.821505 2.199124  0.59
C: 0.028472 4.495948 1.520164  0.01
N: -0.377875 5.581929 2.118535  -0.66
C: -0.425010 3.910394 0.266694  0.35
C: -1.532145 4.334035 -0.454298  -0.57
N: -1.932235 3.701431 -1.551609  -0.54
C: -1.208399 2.655771 -1.944136  -0.52
C: -0.100921 2.218879 -1.239298  -0.54
N: 0.292421 2.838899 -0.119141  0.50
H: 0.295167 6.374806 3.872509  0.22
H: 1.942409 4.392806 4.056006  0.48
H: -2.093819 5.199722 -0.120640  0.52
H: -1.510784 2.151575 -2.854521  0.59
H: 0.488536 1.371053 -1.562473  0.50
S: 2.247331 -0.761557 3.700246  -0.05
As: 1.258569 0.812401 4.898031  0.32
S: -0.577267 0.838269 1.920283  -0.05
S: 2.721781 1.244786 3.226622  0.08
S: -0.804263 1.005808 3.941764  -0.07
N: 2.281884 0.371204 0.259039  0.16
C: 2.621341 -0.705800 -0.000005  0.08
N: 3.031668 -1.899034 -0.312105  0.07
C: 4.055545 -2.614632 0.485996  -0.62
C: 5.303073 -2.850133 -0.352613  -0.52
C: 4.956783 -3.562823 -1.662029  -0.77
C: 3.909464 -2.764458 -2.441725  -0.64
C: 2.665093 -2.542295 -1.595591  -0.40
H: 3.621014 -3.566053 0.800548  0.29
H: 4.286099 -2.032338 1.377227  0.43
H: 6.007696 -3.436746 0.237056  0.39
H: 5.772667 -1.886468 -0.572791  0.18
H: 4.578344 -4.568194 -1.450819  0.32
H: 5.855740 -3.676854 -2.266095  0.35
H: 3.622524 -3.283252 -3.356722  0.38
H: 4.325437 -1.791971 -2.723775  0.26
H: 2.193399 -3.500246 -1.360931  0.27
H: 1.937245 -1.912225 -2.106687  0.24
S: -0.750454 -1.143339 1.395759  -0.20
Sb: -2.966103 -1.156130 0.389565  1.74
C: -3.570782 -3.150273 0.590709  0.99
C: -4.784531 -3.478944 -0.008401  -0.60
C: -5.227240 -4.791406 0.071207  -0.71
C: -4.465186 -5.742831 0.739607  -0.53
C: -3.258281 -5.395943 1.333556  -0.64
C: -2.797101 -4.088325 1.264503  -0.59
C: -2.505046 -0.829874 -1.641418  1.26
C: -1.408337 -1.537186 -2.132450  -0.95
C: -1.081200 -1.433849 -3.476502  -0.73
C: -1.844717 -0.635688 -4.323050  -0.57
C: -2.946281 0.052068 -3.831682  -0.90
C: -3.284985 -0.042256 -2.485991  -0.49
C: -4.268286 0.185366 1.335901  1.02
C: -5.088476 1.025426 0.587718  -0.45
C: -6.026826 1.801088 1.256822  -0.82
C: -6.129614 1.733554 2.640817  -0.53
C: -5.301474 0.888511 3.371328  -0.76
C: -4.364374 0.099151 2.722744  -0.86
H: -5.382434 -2.737236 -0.528781  0.38
H: -6.166907 -5.067427 -0.389562  0.42
H: -4.816707 -6.765148 0.798345  0.42
H: -2.674739 -6.144095 1.854711  0.42
H: -1.860031 -3.816400 1.733878  0.34
H: -0.823534 -2.179304 -1.482190  0.48
H: -0.243764 -1.994929 -3.873384  0.50
H: -1.585629 -0.559269 -5.372265  0.44
H: -3.556364 0.652712 -4.495136  0.45
H: -4.158644 0.483908 -2.129254  0.41
H: -5.025698 1.082582 -0.488447  0.29
H: -6.682301 2.450175 0.690053  0.45
H: -6.864194 2.340159 3.154597  0.44
H: -5.394760 0.830680 4.448476  0.45
H: -3.737796 -0.576543 3.293734  0.58
Te: 3.519059 3.814586 0.405722  0.50
C: 5.228564 3.114973 -0.453131  0.15
C: 6.325873 3.907510 -0.704932  -0.51
C: 7.318055 3.232560 -1.446208  -0.64
C: 6.950788 1.954133 -1.761955  -0.43
S: 5.417696 1.551391 -1.146810  0.07
H: 6.416230 4.931232 -0.363801  0.39
H: 8.265813 3.666144 -1.732140  0.41
H: 7.506133 1.233155 -2.346677  0.43

Atoms 1-3, force components in eV/Å:
Tc 0.805 1.346 0.166
N -0.049 0.128 0.045
C -0.057 0.050 -0.055

=====

Q: Which value of E_tot does entry 1 give?
A: -11890.77353 eV

=====

Q: What is the formula in the third record?
A: C34H33AsN7S6SbTcTe